{"formula": "C5H11N4", "method": "ωB97M-V/def2-TZVPD", "species": ["C", "C", "C", "C", "C", "N", "N", "N", "N", "H", "H", "H", "H", "H", "H", "H", "H", "H", "H", "H"], "xyz": [[-0.622, -1.813, -0.055], [-1.276, -0.678, -0.061], [0.925, -0.216, 0.193], [-2.690, -0.500, -0.245], [-0.613, 1.765, 0.141], [-0.375, 0.385, 0.177], [0.732, -1.523, 0.008], [3.247, -0.113, 0.113], [1.993, 0.475, 0.393], [-1.020, -2.684, -0.381], [-3.106, 0.087, 0.594], [-2.760, 0.107, -1.202], [-3.278, -1.399, -0.197], [-1.283, 1.956, -0.657], [-1.031, 2.126, 1.038], [0.203, 2.383, -0.135], [1.417, -2.199, -0.117], [3.856, 0.038, 0.821], [3.773, 0.259, -0.674], [1.909, 1.544, 0.245]], "nbo_charge": [-0.096, 0.175, 0.619, -0.655, -0.420, -0.332, -0.489, -0.637, -0.417, 0.240, 0.240, 0.236, 0.263, 0.232, 0.229, 0.214, 0.446, 0.368, 0.375, 0.407], "total_charge": 1, "orbital_gap_ev": 9.79, "smiles": "Cc1c[nH]/c(=[NH+]\\N)n1C", "homo_energy_ha": -0.463, "e_above_lowest_kj_mol": 145.3}



{"formula": "C3H10NS", "method": "ωB97M-V/def2-TZVPD", "species": ["C", "C", "C", "S", "N", "H", "H", "H", "H", "H", "H", "H", "H", "H", "H"], "xyz": [[-1.632, 0.106, 0.500], [-1.169, 0.715, -0.855], [0.301, 1.055, -0.785], [1.275, 0.019, 0.180], [-1.686, -1.344, 0.352], [-2.651, 0.530, 0.636], [-0.833, 0.442, 1.372], [-1.359, -0.046, -1.574], [-1.701, 1.540, -1.044], [0.706, 1.074, -1.796], [0.624, 2.090, -0.359], [7.239, -2.478, 1.218], [-2.283, -1.821, 0.994], [-0.666, -1.589, 0.400], [7.331, -1.896, 1.654]], "nbo_charge": [-0.312, -0.384, -0.744, 0.939, -0.210, 0.302, 0.300, 0.264, 0.284, 0.355, 0.361, 0.000, 0.450, 0.395, 0.000], "total_charge": 2, "orbital_gap_ev": [4.34, 4.30], "homo_energy_ha": [-0.666, -0.666], "e_above_lowest_kj_mol": 613.2, "multiplicity": 2}



{"formula": "C38H50AsGaGeO4Te", "method": "ωB97M-V/def2-TZVPD", "species": ["Ga", "C", "C", "C", "C", "O", "Ge", "O", "C", "C", "C", "C", "O", "C", "C", "C", "C", "H", "H", "H", "H", "H", "H", "H", "H", "H", "H", "H", "H", "H", "H", "H", "H", "H", "H", "H", "H", "H", "H", "H", "H", "H", "H", "H", "C", "Te", "C", "C", "C", "C", "C", "C", "C", "H", "H", "H", "H", "H", "H", "H", "H", "O", "As", "C", "C", "C", "C", "C", "C", "C", "C", "C", "C", "C", "C", "C", "C", "C", "C", "C", "C", "H", "H", "H", "H", "H", "H", "H", "H", "H", "H", "H", "H", "H", "H", "H"], "xyz": [[9.829, 12.939, 9.670], [10.063, 17.035, 10.232], [10.940, 15.734, 10.053], [12.229, 15.972, 9.304], [11.208, 15.137, 11.484], [10.187, 14.743, 9.195], [8.007, 14.790, 9.214], [8.371, 13.730, 10.815], [7.285, 13.240, 11.689], [7.911, 12.196, 12.617], [6.217, 12.623, 10.808], [6.768, 14.446, 12.473], [8.341, 12.925, 8.395], [8.344, 12.704, 6.903], [9.311, 13.669, 6.261], [8.695, 11.283, 6.513], [6.921, 13.043, 6.505], [10.466, 17.569, 11.153], [8.969, 16.855, 10.383], [10.080, 17.696, 9.350], [12.880, 16.645, 9.869], [12.081, 16.411, 8.295], [12.758, 14.975, 9.283], [11.815, 15.888, 11.997], [11.762, 14.225, 11.406], [10.229, 15.010, 12.030], [8.052, 11.228, 12.182], [7.146, 12.045, 13.383], [8.782, 12.610, 13.094], [6.618, 11.953, 10.073], [5.682, 13.482, 10.259], [5.388, 12.065, 11.383], [7.498, 14.963, 13.149], [5.973, 14.166, 13.121], [6.336, 15.227, 11.846], [10.361, 13.305, 6.496], [9.177, 14.675, 6.631], [9.133, 13.683, 5.190], [9.686, 10.999, 6.916], [8.759, 11.175, 5.404], [7.911, 10.599, 6.876], [6.670, 14.098, 6.635], [6.179, 12.490, 7.118], [6.839, 12.775, 5.423], [17.764, 13.815, 10.600], [15.615, 13.540, 10.177], [16.445, 11.856, 8.920], [17.916, 11.967, 8.858], [18.739, 11.367, 7.825], [20.068, 11.595, 7.723], [20.706, 12.552, 8.613], [19.962, 13.129, 9.578], [18.552, 12.914, 9.701], [17.988, 13.587, 11.637], [17.918, 14.938, 10.406], [15.894, 11.851, 7.957], [16.117, 10.922, 9.414], [18.242, 10.755, 7.080], [20.655, 11.053, 6.967], [21.821, 12.580, 8.614], [20.484, 13.716, 10.294], [10.964, 11.709, 10.327], [11.666, 10.036, 10.509], [12.718, 9.559, 9.017], [13.100, 10.539, 8.057], [13.939, 10.201, 7.021], [14.503, 8.914, 6.959], [14.174, 7.922, 7.908], [13.197, 8.226, 8.892], [10.147, 8.858, 10.510], [10.194, 7.704, 11.361], [9.115, 6.885, 11.481], [7.927, 7.133, 10.762], [7.811, 8.338, 10.026], [8.923, 9.188, 9.900], [12.648, 9.926, 12.133], [13.987, 9.559, 12.151], [14.745, 9.455, 13.360], [14.107, 9.584, 14.569], [12.780, 9.963, 14.548], [12.067, 10.305, 13.365], [12.735, 11.576, 8.113], [14.056, 10.879, 6.202], [15.261, 8.625, 6.205], [14.469, 6.829, 7.864], [12.789, 7.411, 9.454], [11.140, 7.409, 11.938], [9.114, 5.957, 12.133], [7.039, 6.503, 10.900], [6.937, 8.642, 9.453], [8.809, 10.070, 9.287], [14.534, 9.400, 11.205], [15.778, 9.203, 13.174], [14.582, 9.388, 15.548], [12.175, 10.043, 15.456], [11.076, 10.675, 13.411]], "lowdin_spin": [0.000, 0.000, 0.000, 0.002, 0.000, 0.000, 0.000, 0.000, 0.000, 0.000, 0.000, 0.000, 0.000, 0.000, 0.000, 0.000, 0.000, 0.000, 0.000, 0.000, 0.000, 0.000, 0.003, 0.000, 0.000, 0.000, 0.000, 0.000, 0.000, 0.000, 0.000, 0.000, 0.000, 0.000, 0.000, 0.000, 0.000, 0.000, 0.000, 0.000, 0.000, 0.000, 0.000, 0.000, 0.060, 0.821, 0.051, 0.003, -0.001, 0.001, 0.000, -0.001, 0.004, 0.013, 0.015, 0.008, 0.017, 0.000, 0.000, 0.000, 0.000, 0.000, 0.000, 0.000, 0.000, 0.000, 0.000, 0.000, 0.000, 0.000, 0.000, 0.000, 0.000, 0.000, 0.000, 0.001, 0.002, 0.001, 0.000, 0.000, 0.000, 0.000, 0.000, 0.000, 0.000, 0.000, 0.000, 0.000, 0.000, 0.000, 0.000, 0.000, 0.000, 0.000, 0.000, 0.000], "total_charge": 3, "orbital_gap_ev": [7.57, 4.96], "homo_energy_ha": [-0.582, -0.581], "multiplicity": 2}



{"formula": "C29H43Cl2F5InN3O4Si", "method": "ωB97M-V/def2-TZVPD", "species": ["C", "C", "H", "H", "H", "C", "C", "H", "H", "H", "H", "In", "Cl", "C", "O", "N", "C", "C", "H", "H", "H", "H", "H", "H", "H", "H", "H", "C", "C", "N", "H", "C", "O", "H", "H", "H", "H", "H", "H", "C", "C", "N", "H", "C", "O", "H", "H", "H", "H", "O", "C", "C", "C", "H", "C", "H", "C", "H", "C", "C", "H", "H", "H", "Si", "Cl", "C", "C", "C", "H", "H", "H", "H", "H", "H", "H", "H", "H", "F", "C", "C", "C", "F", "C", "F", "C", "F", "C", "F"], "xyz": [[-4.399, 0.362, 0.800], [-4.373, -1.110, 0.572], [-4.769, 0.894, -0.081], [-3.412, 0.746, 1.061], [-5.109, 0.557, 1.613], [-5.499, -1.783, 0.252], [-6.789, -1.162, -0.165], [-5.565, -2.868, 0.400], [-6.662, -0.407, -0.956], [-7.312, -0.702, 0.689], [-7.452, -1.943, -0.559], [0.114, 0.290, 1.353], [-0.250, -1.490, 2.920], [2.529, -1.624, 1.332], [1.891, -0.805, 0.593], [3.481, -2.347, 0.758], [3.724, -2.121, -0.656], [4.144, -3.452, 1.438], [2.337, -1.793, 2.406], [3.946, -1.064, -0.843], [2.851, -2.402, -1.260], [4.578, -2.752, -0.897], [4.450, -3.138, 2.449], [5.017, -3.714, 0.825], [3.465, -4.320, 1.544], [5.095, 2.489, -0.184], [6.150, 4.970, 0.732], [4.522, 3.173, -0.819], [5.434, 5.336, -0.016], [4.303, 4.440, -0.149], [3.574, 2.707, -1.084], [3.120, 4.733, 0.453], [2.133, 4.003, 0.473], [5.068, 6.317, 0.304], [3.140, 5.742, 0.926], [5.113, 3.370, -1.716], [5.949, 5.426, -0.975], [-0.458, 5.782, -2.364], [-1.881, 2.786, -2.047], [-0.197, 5.135, -3.214], [-1.369, 2.956, -3.008], [-0.163, 3.739, -2.850], [0.783, 5.444, -3.591], [0.881, 3.217, -2.177], [0.868, 2.146, -1.570], [-1.158, 1.978, -3.465], [1.764, 3.876, -2.193], [-0.948, 5.280, -3.992], [-2.038, 3.516, -3.671], [-1.922, -1.188, 0.216], [-3.054, -1.814, 0.884], [-3.758, -3.941, -0.387], [-3.114, -3.326, 0.691], [-4.250, -3.343, -1.154], [-3.832, -5.339, -0.453], [-2.822, -1.603, 1.937], [-2.503, -4.109, 1.677], [-4.350, -5.797, -1.292], [-3.222, -6.123, 0.519], [-2.570, -5.501, 1.592], [-1.958, -3.598, 2.478], [-3.228, -7.210, 0.426], [-2.092, -6.094, 2.370], [-1.622, -1.747, -1.486], [-3.147, -0.627, -2.340], [-2.112, -3.188, -2.693], [-0.413, -3.197, -0.794], [-0.143, -0.856, -2.267], [-1.850, -4.197, -2.339], [-1.554, -3.021, -3.629], [-3.179, -3.222, -2.970], [-0.454, -0.321, -3.178], [0.658, -1.576, -2.513], [0.236, -0.083, -1.589], [-0.937, -4.107, -0.476], [0.119, -2.836, 0.088], [0.333, -3.513, -1.540], [-0.489, 2.658, 3.509], [0.875, 2.636, 3.408], [1.480, 1.721, 2.549], [2.869, 1.774, 2.564], [3.625, 0.991, 1.743], [3.615, 2.650, 3.377], [4.961, 2.650, 3.316], [2.976, 3.559, 4.202], [3.676, 4.417, 4.968], [1.587, 3.556, 4.206], [0.942, 4.449, 4.984]], "lowdin_charge": [-0.060, -0.279, 0.075, 0.064, 0.091, -0.136, -0.094, 0.104, 0.079, 0.080, 0.071, 0.936, 0.173, -0.288, -0.157, -0.156, -0.005, -0.020, 0.118, 0.104, 0.099, 0.087, 0.099, 0.090, 0.107, 0.091, 0.092, -0.034, -0.057, -0.193, 0.076, -0.313, 0.000, 0.085, 0.141, 0.089, 0.088, 0.094, 0.097, -0.057, -0.037, -0.191, 0.088, -0.326, -0.023, 0.085, 0.126, 0.084, 0.086, -0.336, -0.308, -0.097, -0.195, 0.098, -0.068, 0.107, -0.041, 0.108, -0.087, -0.081, 0.073, 0.100, 0.098, -0.038, 0.397, -0.271, -0.199, -0.199, 0.016, 0.034, -0.003, 0.014, 0.032, -0.019, 0.010, -0.015, 0.024, 0.051, -0.223, -0.053, -0.217, 0.062, -0.137, 0.105, -0.125, 0.124, -0.121, 0.111], "orbital_gap_ev": 4.17, "homo_energy_ha": -0.247}



> Number 2 is which compound?

C3H10NS



> Which formula does entry 4 have?

C29H43Cl2F5InN3O4Si